[1]
The following is a quantum chemistry calculation of a gas-phase ion, C5H11NO2 (charge -2) in a non-equilibrium geometry, from the OMol25 dataset.

## Properties
E_LUMO	7.1	eV
total charge	-2
energy relative to the best compared isomer or geometry (same formula, charge and spin)	0.977	eV

XYZ file:
```
19
Properties=species:S:1:pos:R:3:forces:R:3
C 0.04102 -0.57031 1.36591 -0.3 -0.6 2.1
O -0.04431 -1.74055 3.49403 0.1 -0.2 0.5
C -0.24790 1.90951 -1.51224 0.3 -1.0 -1.0
O 0.75654 2.42218 -2.24523 0.1 0.6 0.0
H -0.05096 0.22166 2.13500 0.0 0.0 -0.5
H 1.46432 -0.49774 -2.30083 -0.2 0.4 -0.6
H 1.12309 -0.79652 1.39552 -0.2 0.3 -0.9
H -0.25396 -2.75656 1.77665 -0.1 -0.4 -0.8
N 0.46957 -0.35099 -2.20350 -0.4 -0.9 1.1
C -0.51822 -1.80064 2.24144 -0.8 1.8 0.3
H -0.64696 2.56513 -0.70767 0.3 -0.2 0.6
H 0.04685 0.17576 -2.95405 0.7 0.1 -0.3
C -0.68282 -0.23551 0.05115 1.3 -1.8 0.5
H -1.68621 -1.66798 2.19898 0.9 -0.4 -0.2
H -1.59122 0.31925 0.31711 0.0 -0.1 -0.4
H 1.14574 0.76905 -0.51411 0.3 -0.5 0.0
H -0.89744 -1.26559 -0.31275 -0.6 0.7 -0.3
C 0.22194 0.42877 -0.98013 -1.2 2.6 -0.5
H -1.17622 1.79387 -2.17311 0.0 -0.5 0.3
```
Positions in Å, forces in eV/Å.



[2]
The following is a quantum chemistry calculation of a molecular structure, C29H27N4O4PtS2, from the OMol25 dataset.

## Properties
<S²>	6.05
E_LUMO (alpha / beta)	-9.3 / -12.8	eV
multiplicity	5
total charge	+3
energy relative to the best compared isomer or geometry (same formula, charge and spin)	0.000	eV

XYZ file:
```
67
Properties=species:S:1:pos:R:3:forces:R:3
C -5.09178 2.83393 -0.55008 0.0 0.0 0.0
H 3.61362 -1.00552 -5.14043 0.0 0.0 0.0
H -1.32904 4.40809 2.30333 0.0 0.0 0.0
C -1.99704 -2.94734 0.23087 0.0 0.0 -0.1
H 3.26050 0.10371 1.48706 0.0 0.0 0.0
C 3.37421 3.88006 0.94119 0.0 0.0 0.0
H -0.72524 -5.04870 2.53631 0.0 0.0 0.0
N -0.31443 -1.11329 -1.01021 0.0 0.0 0.1
C -1.45922 3.58674 3.00524 0.0 0.0 0.0
C 3.12342 -0.71195 -4.22061 0.0 0.0 0.0
H 5.50611 3.55846 4.11061 0.0 0.0 0.0
H -3.49111 -7.17239 1.83954 0.0 0.0 0.0
N 1.85012 0.05119 -1.85384 0.0 0.1 0.0
C -3.88939 3.47582 -0.82988 0.0 0.0 0.0
C 2.93974 0.67080 -2.28207 0.0 0.0 0.0
S -1.54242 2.04474 2.11254 -0.1 0.1 0.0
C 1.36714 -0.96066 -2.60253 0.0 0.0 0.0
O -2.82661 -1.02564 -1.32334 0.0 0.0 0.0
C -3.08318 -5.06715 0.10358 0.0 0.0 0.0
C -2.28197 -5.54734 1.14497 0.0 0.0 0.0
H -1.86326 -7.14016 2.53078 0.0 0.0 0.0
C 4.38958 3.26760 1.66727 0.0 0.0 -0.1
H 6.77588 4.65823 3.65944 0.0 0.0 0.0
N 5.97770 4.08963 3.38955 0.1 0.1 0.0
H 3.36324 4.94530 0.75426 0.0 0.0 0.0
O -1.62098 -0.41914 0.78774 0.0 0.0 0.1
H -2.40009 3.69604 3.54430 0.0 0.0 0.0
C 0.14966 -1.59714 -2.14383 0.0 0.0 0.0
C -2.44379 -6.95451 1.63018 0.0 0.0 0.0
H -3.83069 -5.71565 -0.33530 0.0 0.0 0.0
H -3.58541 -3.39828 -1.15299 0.0 0.0 0.0
C 5.52512 4.10520 2.17509 -0.2 -0.1 0.1
H -6.13155 1.45778 0.72670 0.0 0.0 0.0
C -0.43288 -2.62808 -2.92228 0.0 0.0 0.0
C 1.34752 -2.43510 -4.53603 0.0 0.0 0.0
C -1.33799 -4.69033 1.71954 0.0 0.0 0.0
H -1.34809 -3.09818 -2.59034 0.0 0.0 0.0
C 3.61155 0.31661 -3.45442 0.0 0.0 0.0
H -0.27311 -3.82254 -4.68114 0.0 0.0 0.0
H 4.49770 0.86244 -3.74509 0.0 0.0 0.0
H -0.63380 3.51911 3.71080 0.0 0.0 0.0
C -5.19431 1.95480 0.51835 0.0 0.0 0.0
N 2.33263 1.75656 0.66551 -0.1 -0.1 0.2
O -0.24572 2.15710 1.24470 0.1 0.0 0.0
H -3.82269 4.15790 -1.66642 0.0 0.0 0.0
H -0.47826 -2.72465 1.74541 0.0 0.0 0.0
H 5.17873 1.38489 2.40690 0.0 0.0 0.0
C -2.90019 2.36702 1.03391 0.0 0.0 0.0
H 1.51061 3.49886 -0.07167 0.0 0.0 0.0
C 4.38642 1.89292 1.87309 0.1 0.0 0.0
C 0.17455 -3.03092 -4.09619 0.0 0.0 0.0
C -2.94928 -3.77556 -0.36290 0.0 0.0 0.0
C 1.95945 -1.37773 -3.79891 0.0 0.0 0.0
O 6.00247 4.81591 1.24542 0.1 0.0 -0.1
H 1.81089 -2.76426 -5.45756 0.0 0.0 0.0
C -2.78108 3.24937 -0.03245 0.0 0.0 0.0
H -4.14533 1.00446 2.14006 0.0 0.0 0.0
H 3.30473 1.49256 -1.68169 0.0 0.0 0.0
Pt 0.48782 0.55973 0.02343 0.0 0.0 -0.3
C 2.34434 3.07557 0.47115 0.0 0.0 0.1
H -1.84002 3.74550 -0.23563 0.0 0.0 0.0
H -2.11698 -7.65770 0.86183 0.0 0.0 0.0
C -1.19022 -3.39168 1.27656 0.0 0.0 0.0
S -1.84827 -1.32549 -0.33674 0.0 -0.1 0.1
C 3.32193 1.17563 1.35523 0.0 0.0 -0.1
C -4.08655 1.70492 1.31567 0.0 0.0 0.0
H -5.95539 3.02187 -1.17353 0.0 0.0 0.0
```
Positions in Å, forces in eV/Å.



[3]
The following is a quantum chemistry calculation of C17H27BN3O7P in the gas phase in a non-equilibrium geometry, from the OMol25 dataset.

## Properties
E_LUMO	-0.1	eV
total charge	0
energy relative to the best compared isomer or geometry (same formula, charge and spin)	0.000	eV

XYZ file:
```
56
Properties=species:S:1:pos:R:3:forces:R:3
H -1.19921 -0.03535 -3.32591 -0.1 0.1 -0.1
H 4.32359 -3.10536 -2.36859 -0.1 0.2 -0.1
H 0.92914 1.32372 2.97210 -0.1 0.1 0.1
H 2.84087 1.01223 1.97361 0.2 -0.2 -0.1
C -1.80090 -0.24858 -1.27507 -0.3 0.0 0.2
H 2.74080 -3.85772 -2.53886 -0.2 -0.2 0.0
N 2.11241 0.83462 1.29279 -0.3 0.3 0.2
C 4.09919 3.48029 -0.00001 0.4 -0.2 0.0
O -5.74944 -0.99880 1.86668 -0.2 -0.1 -0.1
H 4.19391 -4.84469 -2.28497 0.0 -0.2 -0.1
C -3.45325 -0.13556 0.84793 -0.1 -0.1 0.0
O 0.22271 -1.59275 1.45778 0.6 -0.3 -0.2
C 3.69279 -3.91837 -2.01930 0.4 0.2 0.0
H -5.99591 -0.01730 -0.45293 -0.1 0.0 0.1
O 3.34796 -1.00044 -0.87429 -0.6 -1.1 -0.8
C 0.36057 -0.80933 -2.10747 0.2 0.1 0.0
C -1.38967 -0.64059 0.00883 -0.3 0.1 0.0
N -3.07116 0.20346 -1.48856 0.1 -0.1 -0.1
C 0.79720 -1.22223 -0.82907 0.2 -0.1 0.0
B 2.24567 -1.78001 -0.59416 0.3 0.0 0.4
H 0.01847 1.15479 1.50931 -0.1 -0.1 -0.3
C 3.50109 -3.83772 -0.51736 -0.1 -0.1 0.4
H 3.32906 -4.83031 -0.11115 -0.1 -0.1 0.1
H 3.24594 2.16855 -1.42443 0.0 -0.2 -0.1
H 1.82360 2.90457 0.86437 0.0 0.1 0.1
H -6.54469 3.65024 -0.01988 0.0 0.1 0.1
O 4.30793 1.06647 -0.05446 0.6 0.8 0.6
H 1.05202 -0.86271 -2.93614 0.1 0.0 -0.1
C -0.07870 -1.13310 0.21124 -0.5 0.0 0.4
H 3.66169 4.30886 -0.54957 -0.2 0.1 0.1
H 4.86568 0.90960 -0.81849 0.0 0.1 -0.1
C 0.85676 0.73015 2.05361 0.6 0.4 0.3
H -0.16900 -0.69644 3.24251 -0.2 0.0 0.0
O 2.35998 -3.06180 -0.14143 0.0 -0.1 -0.5
C 0.61313 -0.68007 2.48346 -0.6 -0.2 0.3
H 1.31282 1.75630 -0.35870 -0.1 0.0 -0.1
H -3.58865 -1.87491 3.02473 0.4 0.0 0.0
H 4.06560 3.67206 1.07014 -0.1 0.1 0.1
H -5.04489 3.64525 -0.96478 0.1 0.1 -0.1
C 3.43660 2.15655 -0.35063 0.0 0.2 -0.2
H -6.49069 2.79703 -1.55603 0.0 0.0 -0.1
P -4.53744 -0.01068 2.36291 0.1 0.2 0.1
C -0.89516 -0.33783 -2.33668 0.1 0.1 -0.4
H -5.45491 -1.74166 1.32634 0.0 -0.1 0.0
C -5.91193 3.05482 -0.67005 0.0 0.0 0.0
O -3.67334 -0.97017 3.34893 -0.3 0.0 0.2
O -5.52093 1.90370 0.04887 -0.1 0.0 0.2
H 4.39651 -3.45659 -0.02872 0.1 0.1 0.0
C -5.27087 0.75125 -0.72528 0.0 -0.2 -0.1
H 5.15061 3.42629 -0.27615 0.1 0.1 -0.1
H 1.51669 -1.07621 2.94452 0.2 -0.1 -0.1
C 2.09407 1.96178 0.37235 -0.1 -0.2 -0.2
N -2.24387 -0.56660 1.06566 0.2 0.0 -0.1
H -5.36686 0.92501 -1.79442 0.0 0.2 -0.1
H 3.81456 -0.70480 -0.08595 0.0 0.3 0.0
C -3.87816 0.25104 -0.46918 0.1 0.1 0.0
```
Positions in Å, forces in eV/Å.



[4]
The following is a quantum chemistry calculation of 2 unconnected molecules or ions with the total composition C6H10O, from the OMol25 dataset.

## Properties
E_LUMO	0.4	eV
total charge	0
energy relative to the best compared isomer or geometry (same formula, charge and spin)	1.475	eV

XYZ file:
```
17
Properties=species:S:1:pos:R:3:forces:R:3
H 0.16522 2.24785 1.21635 -0.1 -0.1 0.0
C -2.13751 -0.16144 0.14585 0.0 0.0 0.0
H -3.15232 0.20159 -0.05660 0.1 -0.1 0.0
H -1.88887 -0.87842 -0.64753 0.0 0.1 0.1
H 0.37732 -2.27018 -1.54526 -0.1 0.2 0.1
C 0.85781 -1.63785 -0.80564 0.1 0.1 0.0
C -1.17342 0.98651 0.17444 0.1 0.1 0.2
H -1.03807 1.52035 -0.76730 0.0 0.0 0.2
H -2.15165 -0.69703 1.10093 0.0 0.1 -0.1
C 2.27235 0.16005 -0.04242 0.2 0.2 0.0
H -0.60341 0.87972 2.20499 0.0 0.1 -0.1
C 1.45408 -0.48243 -1.09280 0.0 -0.3 0.0
H 0.84998 -1.99034 0.22566 0.1 -0.1 -0.2
O 2.94755 1.15053 -0.20068 -0.3 -0.3 0.1
H 2.28330 -0.40637 0.91532 0.0 0.2 0.0
C -0.50379 1.39221 1.24938 -0.1 0.0 -0.1
H 1.44140 -0.01475 -2.07470 0.1 -0.2 0.1
```
Positions in Å, forces in eV/Å.



[5]
The following is a quantum chemistry calculation of 15 unconnected molecules or ions with the total composition C30H75IN16O33 in a non-equilibrium geometry, from the OMol25 dataset.

## Properties
E_LUMO	-0.2	eV
total charge	0

XYZ file:
```
155
Properties=species:S:1:pos:R:3:forces:R:3
O 4.51905 3.42425 2.63187 0.0 0.0 0.0
H 1.04720 -0.03683 2.82994 1.0 0.2 -0.2
O 3.90980 -10.09243 1.39776 0.0 -0.1 0.0
O 3.06087 -12.04420 1.75319 0.0 0.1 0.0
H -2.47326 9.82339 -2.17039 0.0 0.1 -0.1
H 0.04174 3.94969 -3.72957 0.5 0.3 -0.1
H -5.36955 5.06328 -0.53948 0.1 0.0 0.0
O 4.35916 -8.14038 -3.53749 -0.1 0.0 0.1
H 6.35744 2.26927 1.24569 0.0 0.1 0.0
C 5.40847 -7.40229 -1.60421 0.2 0.0 -0.1
H -5.46787 9.18373 -7.63301 -0.1 -0.1 0.1
H -1.91040 2.76980 -2.03810 0.1 -0.3 0.3
N -1.38166 10.31950 0.24115 0.0 0.0 0.1
C -0.35936 1.25015 1.79316 1.4 0.5 -0.4
N -2.69189 -4.44190 -0.36301 0.3 -0.2 -0.2
H 0.81872 -2.85405 3.20156 0.0 -0.1 0.4
H -2.74725 -12.67249 -0.64447 -0.1 0.0 -0.1
H 2.89236 -5.65588 0.61044 0.2 0.0 0.2
H -1.41529 1.48804 1.89583 0.8 0.3 -1.2
H -2.46570 5.41110 -3.32138 0.0 0.3 0.0
H 6.39910 6.96203 -0.60435 0.0 0.0 0.1
H -2.81009 2.98203 2.67755 -0.2 0.2 0.0
C 4.18763 -1.38568 2.23162 0.0 -0.3 0.1
H -3.23580 -4.48314 2.77835 0.0 -0.1 0.0
C -2.40738 4.33391 -3.35007 -0.2 -0.2 0.2
C 5.97861 6.01679 -0.27493 -0.1 -0.1 -0.2
C -0.13324 -1.91055 1.56795 0.3 -0.6 1.2
C -3.17514 2.01067 2.98939 0.3 0.2 -0.2
H 0.08079 4.17088 0.47409 -0.1 0.3 -0.1
H -1.99439 -12.89069 -2.25296 -0.1 0.0 0.0
O -5.06532 8.58923 -5.14807 0.1 0.1 0.0
C 6.41491 2.15949 2.32329 0.1 -0.3 0.1
H 4.79927 -0.64599 2.73450 -0.1 0.1 0.0
C -1.32392 -4.69039 -0.90400 -0.2 0.0 -0.1
C 2.10348 -5.44194 -0.10290 -0.4 0.4 -0.1
O -4.99725 10.29336 -1.82530 0.0 -0.1 0.0
H -3.43632 1.40180 2.13221 0.0 0.0 0.0
H -6.74381 9.90787 -6.60826 0.0 -0.1 0.0
H -2.79567 8.09428 -2.48300 -0.1 0.0 0.1
H -2.84754 10.85472 1.63054 0.0 0.1 0.0
H -1.00445 -13.05344 -0.77180 0.0 0.1 0.0
O -2.39347 -10.37688 -1.78556 0.1 0.0 0.1
O 5.03454 -0.80902 0.16360 0.1 -0.1 0.1
C -1.83451 10.46396 1.65269 0.0 -0.1 0.1
H -1.15948 11.15985 2.14128 -0.1 0.1 -0.1
C -1.51473 3.75004 -2.26012 -0.4 0.4 -0.5
H -4.11982 -8.41268 1.02988 0.0 0.0 0.1
H -1.77335 -0.68790 2.22461 0.6 -2.9 -2.1
I -4.43186 3.61102 -3.11856 0.2 0.2 -0.2
C -5.69870 9.94989 -6.89921 0.0 0.2 -0.1
H 0.19225 2.57941 -2.65269 0.4 0.0 -0.1
C 1.86104 3.66268 -1.42171 -0.5 0.9 0.7
C 1.61615 -3.75073 1.46725 -0.7 -0.2 0.5
O -1.36108 11.32674 -0.43674 0.0 -0.1 0.0
C 2.66994 -0.36050 -4.44703 0.1 -0.1 0.0
H 5.05668 -6.49396 -1.12354 0.0 -0.1 0.1
H -0.25698 0.74251 0.84103 0.3 0.1 -0.4
C 0.53079 3.19336 0.43257 0.5 0.4 1.4
H -1.02277 -1.57234 3.55353 0.2 -0.3 0.1
O 4.52398 1.44372 3.48235 0.1 0.2 -0.1
C -0.83239 -1.03359 2.63662 3.9 -5.3 -5.1
C 2.36921 -10.90823 -0.13517 0.1 0.2 0.0
H -1.80201 9.48994 2.12643 0.0 0.0 -0.1
O -6.09681 -6.10150 1.97046 0.1 0.0 0.1
N -1.54705 -11.08901 -1.29291 0.0 0.0 0.0
H 5.85335 5.33365 -1.10666 0.0 -0.1 0.0
H 1.61934 -6.37535 -0.35363 -0.1 -0.2 -0.3
C 2.23225 0.89028 -0.47295 0.8 0.3 0.1
O -3.64108 3.91269 0.67412 0.0 0.2 0.0
O -3.63323 5.54104 2.08881 0.0 -0.2 -0.1
O 3.28376 -8.29486 -1.67215 0.0 0.1 -0.2
O 7.18638 6.05622 1.69119 0.0 -0.1 0.0
H -0.28386 0.61258 3.85916 3.7 0.4 0.6
O 1.11943 -4.57618 0.43606 0.6 -0.3 0.3
H 6.19626 -7.18710 -2.31597 -0.1 0.0 -0.1
N -4.04703 4.98221 1.09183 -0.1 0.1 -0.1
H -1.60976 4.36997 -1.37733 0.1 0.0 0.3
O 0.77544 4.38271 -1.80288 -0.3 0.3 0.3
H 1.32487 -10.97933 0.14666 0.2 -0.2 0.1
H 1.38025 2.48483 2.35476 0.3 -0.1 0.0
O 0.80544 -1.19115 -3.34558 0.0 0.2 0.0
N 3.18144 -11.02221 1.10796 0.0 0.0 -0.1
H 3.29954 0.36727 -3.94203 -0.1 0.1 -0.1
H -0.65751 -3.95190 -0.47124 -0.1 0.0 -0.1
H 2.57903 -9.95376 -0.59999 0.0 -0.1 0.1
O -2.45574 -2.89900 5.20792 0.1 -0.1 0.1
H 7.04585 2.92827 2.75817 0.0 0.1 -0.1
O -4.84013 8.22889 -1.22541 0.0 0.3 -0.1
O -1.06777 9.20982 -0.14165 0.0 0.1 0.0
H -1.37833 -4.58008 -1.98311 -0.1 0.1 0.0
H -4.34940 -3.74916 3.96892 0.1 0.1 0.0
N -4.88645 9.66342 -5.68517 -0.1 0.2 -0.1
H -4.56617 -6.98178 0.06593 -0.1 0.1 0.0
H 2.22257 -4.33358 2.15939 0.3 -0.3 0.0
O -1.33008 -4.59424 4.48068 0.0 0.1 0.2
H -0.16788 3.24911 2.43824 0.0 0.3 0.3
H 2.60944 -0.15149 -5.51084 0.0 0.1 0.0
C -3.52231 -4.43436 3.82547 -0.2 0.3 0.1
O -3.18771 -3.36213 -0.58082 -0.1 0.0 0.1
H -0.07734 2.59916 -0.24270 0.1 -0.2 -0.2
H -3.40133 9.33247 -3.62013 0.0 0.1 0.2
C -4.90015 -7.69560 0.80403 -0.1 -0.4 0.0
C -5.11385 5.67465 0.31808 -0.1 -0.2 0.0
H 2.52144 -4.97156 -0.98978 0.3 -0.1 -0.2
O 2.65507 3.31650 -2.22440 1.8 -0.8 -1.7
N 1.93120 3.38327 -0.07366 -1.4 -0.8 -0.3
H -5.80842 -8.19694 0.48121 0.0 0.1 0.0
C -1.84417 -12.54791 -1.23386 0.1 -0.1 0.1
C 0.42953 2.57011 1.84457 -0.5 -0.1 -0.8
C -0.04941 3.63678 -2.69539 -1.0 -0.3 0.2
H -0.34770 -3.88203 2.38206 0.0 -0.5 0.2
C 0.00043 0.24890 2.87868 3.8 -1.1 -1.5
H -4.71088 6.63063 0.00396 0.0 -0.1 0.1
H 5.03992 6.16869 0.24977 0.0 0.1 0.1
N -5.22911 -6.94438 2.04496 0.1 0.0 -0.2
O -4.60022 -7.22112 3.04892 -0.1 0.0 0.0
C 0.44614 -3.16889 2.23319 0.5 1.1 -1.0
H 1.47579 1.02361 -1.23359 -0.4 0.0 -0.1
C 2.78194 2.21048 0.10664 0.4 -0.8 -0.1
H -0.81272 -2.15273 0.76050 -0.2 -0.1 -0.2
O -1.66174 1.89796 4.72899 0.5 0.1 0.7
H 5.73326 -8.13083 -0.86677 -0.1 0.0 0.1
H 3.20756 -0.98024 1.99342 0.0 0.1 0.0
N -2.34325 -3.92981 4.57715 -0.1 -0.1 -0.2
N 5.04211 2.35555 2.85877 0.0 0.0 0.1
H 3.01780 2.03677 1.14144 -0.2 0.3 0.5
O 0.76804 0.86407 -4.00707 0.0 -0.2 0.0
H 3.73387 2.38634 -0.36643 0.2 0.4 -0.2
H 6.76419 1.17004 2.59555 -0.1 0.0 0.1
O -1.66091 0.27975 3.29956 -14.5 6.9 8.9
O 5.18786 -2.87739 0.76053 0.0 0.1 -0.1
H -5.43449 10.93447 -7.26570 0.1 0.0 0.1
H 4.10061 -2.28885 2.82478 0.0 -0.1 -0.1
H -3.76681 -5.41863 4.20653 0.1 -0.1 -0.1
H -4.01653 2.10973 3.66936 0.1 0.0 0.1
N 4.85857 -1.72395 0.94659 -0.1 0.0 0.1
O -3.22224 -5.34661 0.26618 0.1 0.3 0.0
H -1.01905 -5.69206 -0.62697 -0.1 0.0 0.1
C -3.17355 9.10486 -2.58529 0.2 -0.2 0.0
H -5.96897 5.80668 0.97493 0.1 0.1 0.1
N -2.07489 1.33716 3.73469 -2.7 1.3 0.9
N 1.29855 -0.22306 -3.88652 0.0 -0.1 0.0
N 6.93684 5.41579 0.69384 -0.1 0.0 -0.1
H 0.67300 -1.31467 1.14971 0.2 -0.1 -0.3
O -0.48026 -10.71141 -0.84453 -0.4 0.0 -0.2
H 2.22183 -2.93335 1.07244 0.2 0.0 -0.2
N -4.43984 9.21875 -1.81751 0.1 -0.1 -0.1
H -2.08634 4.02404 -4.33335 -0.1 -0.1 -0.3
H 3.06342 0.36809 -0.93123 0.1 -0.1 -0.2
H 3.01670 -1.37096 -4.26576 -0.1 0.0 0.0
H 2.65586 -11.72887 -0.78711 -0.1 -0.1 0.1
O -4.10435 10.51775 -5.31390 -0.1 -0.2 -0.1
N 4.25609 -7.99522 -2.33859 0.1 0.1 0.0
O 7.40182 4.32276 0.42658 0.0 0.1 0.0
H 1.90326 0.24220 0.32239 -0.6 -0.2 0.2
```
Positions in Å, forces in eV/Å.